1.
The following is a quantum chemistry calculation of C31H31BF6GeN5O6S4Ta as an isolated structure, from the OMol25 dataset.

Geometry as XYZ:
```
86
Properties=species:S:1:pos:R:3:forces:R:3
Ta 1.654 -0.360 -1.831 -0.1 0.0 0.6
C 2.627 -2.805 1.746 0.0 0.0 0.0
N 1.626 -3.320 0.811 0.0 0.0 0.0
C 0.516 -4.050 1.150 0.0 0.0 0.0
C -0.096 -4.404 -0.010 0.0 0.0 0.0
N 0.636 -3.901 -1.053 0.0 0.0 0.0
B 0.435 -4.416 -2.524 0.0 0.0 0.0
N 0.284 -3.278 -3.628 0.0 0.1 -0.1
C 0.436 -3.647 -4.941 0.0 0.0 0.0
C 0.051 -2.608 -5.728 0.0 0.0 0.0
N -0.336 -1.597 -4.887 0.0 0.0 0.0
C -0.868 -0.300 -5.303 0.0 0.0 0.0
C -0.186 -2.034 -3.622 0.0 0.0 0.1
S -0.582 -1.076 -2.203 -0.1 0.2 0.0
C 1.669 -3.241 -0.527 -0.1 0.0 0.0
S 2.879 -2.387 -1.459 -0.1 0.0 0.0
H 2.220 -2.870 2.751 0.0 0.0 0.0
H 2.846 -1.768 1.515 0.0 0.0 0.0
H 3.534 -3.402 1.679 0.0 0.0 0.0
H 0.269 -4.268 2.174 0.0 0.0 0.0
H -0.976 -4.999 -0.181 0.0 0.0 0.0
H -0.588 -5.036 -2.530 0.0 0.0 0.0
H 1.402 -5.046 -2.844 0.0 0.0 0.0
H 0.794 -4.627 -5.206 0.0 0.0 0.0
H 0.010 -2.506 -6.799 0.0 0.0 0.0
H -0.599 -0.135 -6.342 0.0 0.0 0.0
H -0.437 0.492 -4.696 0.0 0.0 0.0
H -1.950 -0.289 -5.203 0.0 0.0 0.0
F 2.270 2.640 -3.312 0.0 0.1 0.0
C 3.520 2.988 -2.978 0.2 -0.1 0.0
F 3.514 3.750 -1.910 -0.1 0.0 -0.1
F 4.120 3.559 -3.992 -0.1 0.0 0.1
S 4.414 1.408 -2.563 0.3 0.2 -0.2
O 3.458 0.744 -1.623 -0.5 -0.3 0.0
O 5.682 1.704 -2.037 0.1 -0.1 0.0
N 4.465 0.544 -3.876 0.1 0.3 -0.1
S 3.255 0.100 -4.718 0.0 0.1 -0.1
O 2.742 0.919 -5.748 0.1 0.1 -0.1
O 2.123 -0.309 -3.747 0.1 0.1 0.0
C 3.813 -1.550 -5.424 0.0 0.3 0.1
F 3.135 -1.718 -6.537 0.1 -0.1 0.0
F 5.103 -1.497 -5.630 -0.2 -0.1 -0.1
F 3.502 -2.477 -4.536 0.1 -0.2 -0.1
O 1.024 1.481 -0.867 -0.1 -0.5 -0.6
C 1.168 0.929 0.268 0.1 0.0 0.1
O 1.388 -0.356 0.179 0.1 0.1 0.5
C 1.215 1.649 1.547 -0.1 -0.1 0.1
C 0.100 2.688 1.727 -0.1 0.0 0.0
Ge -1.481 1.944 2.668 0.0 0.0 0.0
C -2.549 0.985 1.338 0.0 0.0 0.1
C -3.290 -0.137 1.716 0.0 -0.1 0.0
C -4.149 -0.762 0.821 0.0 0.0 0.0
C -4.298 -0.260 -0.465 0.0 0.0 0.0
C -3.577 0.861 -0.854 0.1 0.0 -0.1
C -2.702 1.470 0.038 0.0 0.1 0.0
C -0.851 0.662 4.002 0.0 0.0 0.0
C -0.715 1.052 5.334 0.0 0.1 0.0
C -0.269 0.160 6.300 0.0 0.0 0.0
C 0.042 -1.145 5.948 0.0 0.0 0.0
C -0.096 -1.551 4.627 0.0 0.0 0.0
C -0.535 -0.656 3.660 0.0 0.0 0.0
C -2.470 3.392 3.483 0.0 0.0 -0.1
C -3.856 3.456 3.357 0.0 0.0 0.0
C -4.571 4.478 3.969 0.0 0.0 0.0
C -3.904 5.445 4.707 0.0 0.0 0.0
C -2.522 5.395 4.834 0.0 0.0 0.0
C -1.809 4.374 4.221 0.0 0.0 0.0
H 2.197 2.143 1.561 0.0 -0.1 -0.1
H 1.227 0.890 2.333 0.0 0.1 0.1
H -0.222 3.084 0.761 0.1 0.0 0.0
H 0.492 3.538 2.283 0.0 0.0 0.1
H -3.209 -0.522 2.727 0.0 0.0 0.0
H -4.726 -1.622 1.139 0.0 0.0 0.0
H -4.992 -0.727 -1.152 0.0 0.0 0.0
H -3.716 1.280 -1.844 0.0 0.0 0.0
H -2.183 2.371 -0.277 0.0 0.0 0.0
H -0.977 2.063 5.630 0.0 -0.1 0.0
H -0.177 0.481 7.330 0.0 0.0 0.0
H 0.376 -1.847 6.701 0.0 0.0 0.0
H 0.118 -2.581 4.367 0.0 0.0 0.0
H -0.665 -0.996 2.634 0.0 0.0 0.0
H -4.388 2.706 2.781 0.0 0.0 0.0
H -5.648 4.518 3.868 0.0 0.0 0.0
H -4.460 6.242 5.184 0.0 0.0 0.0
H -2.001 6.149 5.409 0.0 0.0 0.0
H -0.729 4.349 4.331 0.0 0.0 0.0
```
Forces are in eV/Å.

- HOMO: -12.895 eV
- Total charge: +2

=====

2.
The following is a quantum chemistry calculation of C6H12N2O in the gas phase at a distorted geometry, from the OMol25 dataset.

Geometry as XYZ:
```
21
Properties=species:S:1:pos:R:3:forces:R:3
H 1.078 -2.089 1.706 0.3 0.2 -0.1
N 0.517 -1.244 1.781 -0.1 -0.4 -0.2
C 0.734 -0.354 0.914 0.8 0.2 1.1
O 1.769 -0.254 0.005 -0.4 0.0 0.2
C 2.469 -1.431 -0.327 0.2 -0.4 0.4
C -0.117 0.827 0.692 -0.2 -0.7 -1.0
N 0.423 2.083 0.884 0.2 0.0 -0.3
C -1.135 0.479 -0.130 -0.5 0.9 0.2
C -1.553 1.363 -1.275 -0.3 0.2 0.5
C -1.986 -0.738 0.084 0.6 -0.3 -0.3
H 3.064 -1.806 0.521 -0.1 0.1 -0.2
H 1.782 -2.217 -0.656 0.0 0.1 0.0
H 3.140 -1.166 -1.135 0.1 0.0 -0.1
H 1.431 2.117 0.945 -0.1 0.1 -0.1
H 0.010 2.821 0.331 0.1 0.0 0.0
H -1.798 0.726 -2.124 0.0 0.0 -0.1
H -2.437 1.962 -1.055 -0.2 0.1 -0.1
H -0.751 2.037 -1.565 0.1 0.1 -0.1
H -3.020 -0.430 0.234 -0.1 0.1 0.0
H -1.963 -1.397 -0.788 -0.1 -0.1 -0.1
H -1.655 -1.291 0.957 -0.1 -0.1 0.0
```
Forces are in eV/Å.

- HOMO: -7.566 eV
- Total charge: 0
- Structure (SMILES): [H]/N=C(\OC)C(N)=C(C)C

=====

3.
The following is a quantum chemistry calculation of C40H30N5O6SZr as an isolated structure at a distorted geometry, from the OMol25 dataset.

Geometry as XYZ:
```
83
Properties=species:S:1:pos:R:3:forces:R:3
Zr 0.337 0.013 -0.153 1.0 -0.3 0.6
S 0.838 4.233 1.997 0.1 0.2 0.1
C -0.159 3.368 3.116 -0.1 0.2 0.1
C -0.859 3.874 4.208 0.0 0.0 0.0
C -1.656 3.006 4.926 0.0 0.0 0.0
C -1.766 1.665 4.543 0.0 0.0 0.0
C -1.067 1.172 3.460 0.0 0.0 0.0
C -0.230 2.029 2.745 0.3 -0.4 -0.3
N 0.575 1.700 1.633 -0.2 0.2 0.2
C 1.154 2.772 1.154 0.2 0.0 -0.3
C 1.900 2.754 -0.114 -0.2 0.2 0.1
C 2.677 3.846 -0.505 0.2 0.0 0.0
C 3.267 3.844 -1.754 0.0 0.0 0.0
C 3.050 2.767 -2.612 0.1 0.1 0.0
C 2.260 1.702 -2.213 0.0 -0.2 0.0
C 1.668 1.657 -0.950 -0.2 0.2 0.0
H -0.783 4.919 4.484 0.0 0.0 0.0
H -2.211 3.370 5.782 0.0 0.0 0.0
H -2.416 1.002 5.101 0.0 0.0 0.0
H -1.207 0.143 3.164 0.0 0.0 0.0
H 2.836 4.684 0.166 0.0 0.0 0.0
H 3.884 4.676 -2.068 0.0 0.0 0.0
H 3.493 2.768 -3.601 0.0 0.0 0.0
H 2.100 0.886 -2.910 0.0 0.0 0.0
C -3.549 -2.150 -0.205 0.0 -0.2 0.0
C -2.113 -1.983 -0.588 0.2 -0.1 -0.3
O -1.330 -1.544 0.275 -0.3 0.0 0.0
C -1.651 -2.301 -1.934 -0.4 0.0 0.1
C -2.532 -2.917 -2.842 -0.1 0.0 0.0
C -2.146 -3.208 -4.127 0.1 0.0 0.0
C -0.856 -2.861 -4.538 0.0 0.0 -0.1
C 0.030 -2.256 -3.670 0.1 -0.1 -0.2
C -0.347 -1.984 -2.359 0.5 0.2 0.5
O 0.547 -1.414 -1.533 -0.2 -0.3 -0.6
H -3.731 -1.604 0.716 0.0 0.0 0.0
H -3.768 -3.208 -0.036 0.0 0.0 0.0
H -4.212 -1.794 -0.992 0.0 0.0 0.0
H -3.532 -3.173 -2.517 0.0 0.0 0.0
H -2.830 -3.690 -4.812 0.0 0.0 0.0
H -0.546 -3.063 -5.556 0.0 0.0 0.0
H 1.028 -1.979 -3.984 0.0 0.0 0.0
N 0.712 -1.217 2.042 -0.5 -0.6 -0.3
C 1.467 -2.452 2.173 0.1 0.4 -0.1
C 1.191 -3.528 1.341 -0.1 0.0 0.0
C 1.954 -4.682 1.438 0.0 0.0 0.0
C 3.004 -4.760 2.346 0.0 0.0 0.0
C 3.275 -3.678 3.170 0.0 0.0 0.0
C 2.502 -2.525 3.089 0.2 0.0 0.1
H 0.923 -0.582 2.802 0.2 0.0 0.0
H -0.272 -1.462 2.124 -0.1 0.0 0.1
H 0.394 -3.457 0.613 0.0 0.0 0.0
H 1.733 -5.522 0.791 0.0 0.0 0.0
H 3.603 -5.659 2.413 0.0 0.0 0.0
H 4.089 -3.726 3.883 0.0 0.0 0.0
H 2.714 -1.679 3.737 0.0 -0.1 0.0
N 7.502 -2.626 1.551 -0.1 0.1 0.0
C 6.494 -2.190 1.213 -0.2 0.1 -0.1
C 5.212 -1.656 0.797 0.4 -0.1 0.1
C 4.711 -0.499 1.379 0.1 0.1 0.1
C 3.468 -0.061 0.989 -0.1 0.0 -0.2
N 2.715 -0.693 0.073 0.0 0.0 0.4
C 3.218 -1.787 -0.500 0.0 0.1 0.1
C 4.461 -2.300 -0.168 0.0 -0.1 -0.1
H 5.275 0.042 2.127 0.0 0.0 0.0
H 3.049 0.836 1.424 0.0 0.0 0.0
H 2.593 -2.276 -1.231 0.0 0.0 0.0
H 4.822 -3.198 -0.647 0.0 0.0 0.0
O -0.924 0.792 -1.761 -0.5 0.1 0.0
C -1.803 1.236 -0.953 0.1 -0.1 -0.1
O -1.595 1.057 0.286 -0.2 0.3 -0.1
C -3.032 1.895 -1.437 0.0 0.0 0.0
C -3.232 2.079 -2.801 0.0 0.0 -0.1
C -4.398 2.682 -3.246 0.1 -0.1 -0.1
C -5.324 3.078 -2.303 -0.3 0.3 -0.1
C -5.149 2.912 -0.945 0.0 0.0 0.1
C -3.981 2.311 -0.510 -0.1 0.0 0.1
N -6.589 3.721 -2.775 -0.1 -0.5 0.0
O -6.729 3.860 -3.971 0.1 0.1 0.0
O -7.416 4.000 -1.935 0.1 0.1 0.0
H -2.478 1.745 -3.502 0.0 0.0 0.0
H -4.597 2.844 -4.296 0.0 0.0 0.0
H -5.914 3.246 -0.259 0.0 0.0 0.0
H -3.797 2.162 0.546 0.0 0.0 0.0
```
Forces are in eV/Å.

- HOMO: -11.178 eV
- Total charge: +1

=====

Q: Look up the total charge of the first one.
A: +2

=====

Q: Look up the HOMO of the second one.
A: -7.566 eV

=====

Q: HOMO of number 2 (C6H12N2O)?
A: -7.566 eV

=====

Q: Which value of HOMO does entry 3 give?
A: -11.178 eV